[1]
{
  "formula": "C37H78NO8PS3",
  "method": "wB97M-V/def2-TZVPD",
  "gap_ev": 8.12,
  "total_energy_ev": -99294.5174,
  "smiles": "O=C1O[C@@H](CCCSC(=S)N2CCOCC2)[C@@](O)(C[SH](=O)=O)[C@H]1P(O)O.CCCCCC.CCCCCC.CCCCCC.CCCCCC",
  "lumo_ev": -0.749,
  "elements": ["O", "C", "O", "C", "C", "C", "C", "S", "C", "S", "N", "C", "C", "O", "C", "C", "C", "O", "C", "S", "O", "O", "C", "P", "O", "O", "H", "H", "H", "H", "H", "H", "H", "H", "H", "H", "H", "H", "H", "H", "H", "H", "H", "H", "H", "H", "H", "H", "C", "C", "C", "C", "C", "C", "H", "H", "H", "H", "H", "H", "H", "H", "H", "H", "H", "H", "H", "H", "C", "C", "C", "C", "C", "C", "H", "H", "H", "H", "H", "H", "H", "H", "H", "H", "H", "H", "H", "H", "C", "C", "C", "C", "C", "C", "H", "H", "H", "H", "H", "H", "H", "H", "H", "H", "H", "H", "H", "H", "C", "C", "C", "C", "C", "C", "H", "H", "H", "H", "H", "H", "H", "H", "H", "H", "H", "H", "H", "H"],
  "xyz": [[1.62081, -7.68354, 0.80749], [1.04132, -6.96920, -0.02108], [1.28683, -6.90398, -1.44817], [0.73780, -5.67763, -2.05182], [0.83769, -5.49857, -3.63171], [2.18318, -4.80587, -4.15068], [2.57372, -3.43943, -3.41181], [1.23662, -2.15566, -3.40082], [1.90808, -0.86142, -2.21655], [3.45366, -0.21721, -2.46596], [1.18048, -0.37561, -1.03763], [0.11027, -1.31640, -0.59802], [-1.30947, -1.09556, -1.31652], [-1.62544, 0.28059, -1.63785], [-0.88558, 1.15637, -0.75701], [0.67779, 1.02342, -1.19782], [-0.67656, -5.58063, -1.31148], [-1.10453, -4.19164, -1.24925], [-1.96960, -6.31409, -1.90682], [-1.70710, -8.05129, -2.47680], [-1.17801, -8.13986, -3.90293], [-0.90429, -8.90414, -1.53705], [-0.16260, -5.90465, 0.16722], [-1.39307, -6.12793, 1.59129], [-0.39297, -6.07195, 3.00834], [-2.21350, -4.59503, 1.66030], [1.35089, -4.88020, -1.47504], [0.82605, -6.56312, -4.08363], [-0.09844, -4.97053, -4.01841], [3.08609, -5.52445, -4.17588], [1.99944, -4.53548, -5.26115], [2.92553, -3.72385, -2.34763], [3.49970, -3.01102, -3.94633], [-0.06515, -1.14755, 0.53189], [0.51869, -2.38438, -0.68050], [-1.40742, -1.74206, -2.26934], [-2.11706, -1.49055, -0.58483], [-1.19570, 2.25442, -0.93918], [-1.05112, 0.96578, 0.35632], [0.83456, 1.47691, -2.23003], [1.25034, 1.68203, -0.44395], [-0.58857, -3.74730, -1.97526], [-2.33768, -5.67320, -2.79416], [-2.80384, -6.26405, -1.12525], [-2.99272, -8.63230, -2.53489], [0.35584, -4.90535, 0.45233], [-0.22998, -5.09753, 3.12378], [-3.08709, -4.66378, 1.22173], [-1.97169, 9.13288, -1.55606], [-1.31918, 7.82729, -1.12311], [-1.67753, 6.64514, -2.02518], [-3.16398, 6.27733, -2.05898], [-3.78231, 5.94254, -0.70063], [-3.15501, 4.72356, -0.03940], [-3.06178, 9.07427, -1.51260], [-1.65862, 9.94727, -0.89725], [-1.68033, 9.39377, -2.57715], [-1.58421, 7.61034, -0.08376], [-0.23175, 7.95890, -1.14056], [-1.09324, 5.77354, -1.71044], [-1.35349, 6.86849, -3.04869], [-3.29185, 5.41860, -2.72870], [-3.73238, 7.09638, -2.51185], [-4.85097, 5.74832, -0.84511], [-3.71639, 6.80224, -0.02670], [-3.25213, 3.84117, -0.67818], [-3.65442, 4.51079, 0.91010], [-2.09452, 4.88046, 0.17350], [-5.94042, 2.09437, -0.93848], [-5.28596, 0.79029, -0.50534], [-5.64376, -0.39326, -1.40568], [-7.12971, -0.76342, -1.43706], [-7.74560, -1.09801, -0.07747], [-7.11569, -2.31578, 0.58438], [-7.03049, 2.03503, -0.89353], [-5.62648, 2.90875, -0.27995], [-5.65035, 2.35461, -1.96031], [-5.54932, 0.57396, 0.53464], [-4.19859, 0.92352, -0.52462], [-5.05768, -1.26376, -1.09091], [-5.32136, -0.17031, -2.42975], [-7.25730, -1.62297, -2.10584], [-7.69994, 0.05438, -1.88987], [-8.81407, -1.29384, -0.22017], [-7.67986, -0.23754, 0.59542], [-7.21236, -3.19884, -0.05314], [-7.61298, -2.52871, 1.53473], [-6.05523, -2.15733, 0.79558], [4.53592, -7.30805, 2.02009], [3.90949, -6.62163, 3.22559], [4.72354, -5.42956, 3.73290], [6.12967, -5.76711, 4.23781], [6.18551, -6.79617, 5.36808], [5.48127, -6.33481, 6.63650], [5.51753, -7.72614, 2.25716], [3.90001, -8.12937, 1.68293], [4.65078, -6.60656, 1.18883], [3.75852, -7.35104, 4.02700], [2.91251, -6.26571, 2.94405], [4.15952, -4.93269, 4.52987], [4.81399, -4.69206, 2.92600], [6.60621, -4.83990, 4.57799], [6.74005, -6.12780, 3.40332], [7.23695, -6.99224, 5.60608], [5.76364, -7.75061, 5.03864], [5.91956, -5.40500, 7.00886], [5.57897, -7.09206, 7.41942], [4.41431, -6.16999, 6.46885], [2.47723, 7.02954, 0.26724], [2.27084, 8.36653, 0.96551], [3.04026, 9.51488, 0.31039], [4.56484, 9.36766, 0.31992], [5.19444, 9.20642, 1.70465], [4.97349, 10.41070, 2.60946], [3.52254, 6.71357, 0.29892], [1.88265, 6.25356, 0.75713], [2.16458, 7.08478, -0.77932], [2.54323, 8.27611, 2.02134], [1.20269, 8.60911, 0.94469], [2.76128, 10.45154, 0.80469], [2.70934, 9.61593, -0.73032], [4.99960, 10.24833, -0.16738], [4.85252, 8.51137, -0.29910], [6.27286, 9.05904, 1.57948], [4.81740, 8.30328, 2.19444], [5.38542, 11.31727, 2.15833], [5.46972, 10.25622, 3.57159], [3.91219, 10.57668, 2.80903]],
  "forces_ev_per_a": [[-2.139, 2.728, -3.693], [-0.340, -0.489, 0.413], [0.556, -0.383, 1.141], [0.019, 0.577, 1.854], [0.493, -1.683, 0.210], [-0.676, 0.863, -0.963], [2.115, -1.038, 0.187], [0.475, -0.006, 1.348], [1.928, 1.108, 0.995], [-2.328, -1.026, 0.016], [-1.010, -1.733, -3.192], [-0.561, 0.011, 1.115], [-0.659, -1.531, 0.403], [0.929, -0.305, 1.147], [1.257, 0.725, -0.904], [-0.441, 2.012, 1.987], [0.289, 0.864, 0.671], [0.965, -0.477, -1.451], [-0.052, 0.887, 0.019], [3.035, -3.648, -2.107], [-1.859, 1.303, 3.628], [-2.333, 2.675, -1.226], [1.459, 1.013, 0.265], [-0.513, -0.415, 1.180], [-1.399, 2.002, -2.567], [1.214, -1.415, -0.437], [-1.078, -0.618, -1.428], [-0.244, 1.690, 0.702], [1.303, -0.545, 0.617], [-1.475, 1.183, 0.466], [0.223, -0.523, 1.681], [-0.756, 0.831, -1.522], [-1.501, -0.533, 0.860], [0.435, -0.189, -1.738], [-0.874, 1.639, -0.047], [0.226, 1.356, 1.333], [1.229, 0.523, -1.050], [0.351, -1.873, 0.054], [0.198, -0.083, -1.437], [-0.266, -0.951, 1.263], [-0.652, -0.836, -1.232], [-0.755, -0.167, 0.799], [0.709, -1.309, 1.180], [1.186, -0.459, -0.990], [0.822, 0.977, 0.255], [-0.528, -1.464, -0.512], [0.172, -1.105, 0.254], [0.724, -0.120, 0.446], [0.008, 0.101, 0.152], [0.070, -0.021, -0.143], [0.052, -0.100, 0.051], [-0.046, 0.105, -0.038], [-0.057, -0.067, -0.143], [-0.019, 0.017, 0.189], [0.049, 0.024, -0.035], [-0.056, 0.001, -0.094], [-0.060, -0.012, 0.037], [0.009, -0.037, -0.023], [-0.055, -0.050, 0.047], [-0.028, 0.019, -0.027], [-0.010, 0.002, 0.070], [-0.009, 0.033, 0.052], [0.043, -0.034, 0.006], [0.063, 0.063, 0.013], [0.008, -0.007, -0.049], [0.025, 0.016, 0.015], [0.082, -0.070, -0.059], [-0.031, -0.028, -0.009], [-0.010, 0.104, 0.156], [0.106, -0.025, -0.110], [0.060, -0.082, 0.036], [-0.041, 0.109, -0.023], [-0.057, -0.069, -0.143], [-0.039, 0.020, 0.198], [0.046, 0.027, -0.039], [-0.063, 0.009, -0.095], [-0.052, -0.008, 0.030], [-0.014, -0.035, -0.025], [-0.045, -0.069, 0.006], [-0.022, 0.016, -0.028], [0.006, 0.006, 0.078], [-0.011, 0.035, 0.049], [0.044, -0.034, 0.006], [0.068, 0.070, 0.018], [0.010, -0.008, -0.052], [0.038, 0.026, 0.019], [0.083, -0.059, -0.069], [-0.034, -0.029, -0.016], [-0.054, -0.264, 0.044], [0.025, 0.179, -0.092], [-0.070, 0.007, 0.113], [0.050, -0.031, -0.102], [0.106, 0.108, -0.009], [-0.044, -0.164, 0.089], [-0.003, 0.068, -0.028], [0.102, 0.114, -0.046], [0.036, -0.039, 0.015], [-0.005, 0.050, 0.004], [0.022, -0.081, 0.067], [0.051, 0.000, -0.016], [-0.005, -0.049, 0.026], [-0.012, -0.059, 0.009], [-0.046, 0.027, 0.020], [-0.070, -0.024, -0.062], [0.012, 0.050, -0.032], [-0.057, -0.015, -0.015], [-0.040, 0.110, -0.004], [0.053, 0.019, 0.029], [-0.051, -0.114, 0.134], [-0.048, 0.077, -0.128], [-0.021, 0.105, 0.076], [0.012, -0.115, -0.060], [0.082, 0.078, -0.113], [0.017, -0.076, 0.178], [-0.055, 0.001, -0.042], [0.051, -0.008, -0.094], [0.061, -0.022, 0.025], [0.009, 0.039, -0.026], [0.064, 0.015, 0.049], [0.031, -0.033, -0.034], [0.002, -0.023, 0.061], [-0.011, -0.047, 0.045], [-0.030, 0.042, 0.010], [-0.089, -0.051, -0.003], [-0.002, 0.014, -0.051], [-0.059, -0.017, 0.022], [-0.054, 0.090, -0.054], [0.057, 0.033, -0.011]]
}

[2]
{
  "formula": "C2H9O2",
  "method": "wB97M-V/def2-TZVPD",
  "gap_ev": 12.61,
  "charge": 1,
  "total_energy_ev": -6306.2884,
  "lumo_ev": -3.764,
  "e_above_lowest_kcal_mol": 29.94,
  "elements": ["O", "H", "H", "H", "C", "O", "C", "H", "H", "H", "H", "H", "H"],
  "xyz": [[-0.11783, -2.68706, -1.14141], [-0.12368, -1.37933, -0.64879], [-0.40738, -3.58598, -0.75055], [0.61298, -2.99565, -1.83060], [0.36283, 0.60145, 0.62986], [-0.30944, -0.41605, -0.17089], [-0.00986, 2.16086, 0.49883], [-0.01469, 0.22715, 1.63669], [1.35753, 0.46576, 0.26364], [-1.29697, -0.15028, -0.20149], [-0.93465, 2.52416, 1.00234], [0.82132, 2.55948, 1.20291], [0.05985, 2.67549, -0.49054]],
  "forces_ev_per_a": [[1.854, -3.085, -1.604], [0.229, 0.137, 0.676], [0.409, 2.290, -0.489], [-2.158, 1.255, 1.972], [-1.144, 1.241, 1.427], [-4.471, 0.646, -1.900], [1.078, -0.303, 1.070], [1.800, 0.997, -0.729], [0.923, 0.023, 0.921], [2.050, -1.062, -0.285], [0.370, -0.884, -0.429], [-1.164, -0.381, -1.324], [0.226, -0.873, 0.693]]
}

[3]
{
  "formula": "C3H7",
  "method": "wB97M-V/def2-TZVPD",
  "s2": 0.75,
  "spin_multiplicity": 2,
  "gap_ev": [9.17, 11.56],
  "total_energy_ev": -3221.8438,
  "lumo_ev": [1.339, 0.254],
  "e_above_lowest_kcal_mol": 0.00,
  "elements": ["C", "C", "H", "H", "H", "H", "C", "H", "H", "H"],
  "xyz": [[0.02502, -0.25822, 0.44567], [-0.40711, 0.95921, 1.02465], [-0.78587, -1.03466, 0.51862], [1.00605, -0.51665, 0.76540], [0.22806, 1.70370, 1.34620], [-1.44947, 1.24153, 1.08898], [0.30071, -0.50584, -1.02431], [1.11801, 0.22137, -1.30864], [-0.65996, -0.28404, -1.58416], [0.62455, -1.52639, -1.27242]],
  "forces_ev_per_a": [[-0.758, -3.056, -0.878], [-2.003, 0.716, -0.414], [0.894, 0.281, 1.276], [0.540, -0.729, 1.643], [1.589, 1.320, 0.623], [-0.112, -0.259, -0.111], [-0.422, 2.404, -2.314], [-0.899, -0.802, -0.377], [1.306, -0.179, 0.087], [-0.135, 0.305, 0.465]]
}